Density functional theory data (ωB97M-V/def2-TZVPD) for a molecular structure, C29H36F2N3O7P4Y.

Structure (ORCA input):
```
! RIJCOSX wB97M-V def2-TZVPD def2/J DEFGRID3
* xyz 0 1
Y -1.14 1.24 -0.74
C -0.02 -0.21 3.00
P 0.67 0.10 1.35
C 1.25 -1.58 0.86
N 1.73 -2.35 1.80
C 2.36 -3.50 1.44
C 2.87 -4.37 2.44
C 3.56 -5.48 2.07
C 3.78 -5.77 0.69
C 3.29 -4.96 -0.28
C 2.55 -3.81 0.08
N 2.00 -3.03 -0.88
C 1.32 -1.97 -0.52
P 0.40 -1.05 -1.84
C 1.75 -0.65 -3.00
C -0.65 -2.34 -2.69
C -1.11 -1.69 -4.00
C 0.04 -3.66 -3.01
C -1.85 -2.58 -1.77
C 2.29 0.98 1.64
C 1.94 2.41 2.05
C 3.04 1.01 0.29
C 3.17 0.33 2.71
H 0.66 -0.78 3.62
H -0.96 -0.75 2.88
H -0.26 0.75 3.47
H 2.70 -4.12 3.48
H 3.96 -6.15 2.82
H 4.34 -6.66 0.43
H 3.44 -5.17 -1.33
H 2.26 -1.55 -3.33
H 2.45 0.01 -2.49
H 1.33 -0.09 -3.84
H -0.29 -1.62 -4.72
H -1.55 -0.70 -3.86
H -1.89 -2.33 -4.45
H 0.98 -3.52 -3.54
H -0.63 -4.24 -3.66
H 0.24 -4.25 -2.12
H -2.46 -1.68 -1.67
H -1.54 -2.92 -0.78
H -2.49 -3.36 -2.20
H 1.34 2.90 1.29
H 2.86 2.99 2.17
H 1.40 2.44 3.00
H 2.44 1.48 -0.49
H 3.32 0.01 -0.03
H 3.96 1.59 0.40
H 2.66 0.27 3.67
H 4.06 0.95 2.84
H 3.49 -0.67 2.42
F -5.14 -1.41 2.48
C -4.38 -0.31 2.33
C -3.43 -0.25 1.32
C -2.64 0.88 1.16
C -2.82 1.97 2.04
C -3.80 1.87 3.02
F -4.06 2.90 3.87
C -4.59 0.75 3.19
C -1.99 3.19 1.83
C -1.89 4.23 2.75
C -1.15 5.35 2.45
C -0.52 5.45 1.22
C -0.61 4.37 0.37
N -1.30 3.26 0.66
H -3.36 -1.11 0.66
H -5.34 0.71 3.97
H -2.39 4.16 3.70
H -1.08 6.16 3.17
H 0.05 6.32 0.93
H -0.10 4.39 -0.58
O -4.20 2.58 -2.98
P -2.80 1.88 -3.23
O -2.50 1.66 -4.67
O -2.73 0.73 -2.24
O -1.73 2.93 -2.59
P -0.09 3.14 -2.95
O 0.07 2.25 -4.25
O 0.21 4.56 -3.09
O 0.51 2.37 -1.76
H -4.48 3.09 -3.75
H -0.79 2.07 -4.71
*
```

Results
Calculated total energy ... -93106.37372 eV
Kohn-Sham gap ... 7.55 eV
E_LUMO ... -1.09 eV
HOMO energy ... -8.6 eV
ΔE to the lowest compared entry with this formula, charge and spin ... 15.3 kJ/mol



Density functional theory data (ωB97M-V/def2-TZVPD) for C5H10N2O in the gas phase.

Structure (ORCA input):
```
! RIJCOSX wB97M-V def2-TZVPD def2/J DEFGRID3
* xyz 0 1
C -1.69 0.00 0.15
C 0.96 1.67 -1.22
C 0.49 0.35 -0.68
N -1.95 -1.31 -0.06
N 0.82 -1.59 1.22
C -0.47 0.48 0.73
C 0.64 -0.20 1.34
O 0.67 -0.71 -1.29
H -2.31 0.72 -0.36
H -2.46 -1.59 -0.89
H -1.33 -1.98 0.38
H 1.70 -1.88 1.63
H 0.84 -1.85 0.22
H -0.53 1.52 1.03
H 1.34 0.38 1.93
H 0.91 2.48 -0.48
H 1.99 1.56 -1.56
H 0.35 1.95 -2.09
*
```

Results
Calculated total energy ... -10371.71242 eV
Kohn-Sham gap (alpha / beta) ... 6.87 / 6.87 eV
E_LUMO (alpha / beta) ... 0.89 / 0.89 eV
HOMO energy (alpha / beta) ... -6.0 / -6.0 eV
ΔE to the lowest compared entry with this formula, charge and spin ... 346.7 kJ/mol



Density functional theory data (ωB97M-V/def2-TZVPD) for a molecular structure, C13H24CoNO4PS2Se.

Structure (ORCA input):
```
! RIJCOSX wB97M-V def2-TZVPD def2/J DEFGRID3
* xyz -2 4
Co 0.08 2.20 -0.49
C 4.01 2.35 1.82
C 2.88 2.51 0.82
S 1.26 2.33 1.49
C 3.12 2.77 -0.48
C 4.53 2.88 -1.02
S 1.86 2.96 -1.71
H 3.61 2.33 2.83
H 4.73 3.18 1.77
H 4.57 1.42 1.66
H 5.26 3.08 -0.24
H 4.59 3.68 -1.77
H 4.82 1.95 -1.53
C -4.65 0.03 0.10
C -3.40 -0.82 0.23
C -3.75 -2.27 0.54
C -2.50 -0.25 1.33
O -2.80 -0.79 -1.08
P -1.25 -0.82 -1.49
O -1.15 -1.08 -2.94
O -0.52 0.34 -0.88
O -0.77 -2.11 -0.63
C 0.63 -2.42 -0.39
C 1.53 -2.00 -1.55
C 1.08 -1.74 0.89
C 0.64 -3.94 -0.25
H -5.25 -0.03 1.01
H -5.25 -0.33 -0.74
H -4.39 1.07 -0.09
H -4.26 -2.34 1.51
H -2.84 -2.87 0.56
H -4.41 -2.66 -0.24
H -3.05 -0.30 2.28
H -2.24 0.79 1.14
H -1.58 -0.82 1.43
H 1.58 -0.91 -1.64
H 1.15 -2.39 -2.50
H 2.54 -2.38 -1.37
H 0.97 -0.66 0.82
H 2.13 -1.97 1.09
H 0.48 -2.11 1.74
H 0.30 -4.40 -1.17
H -0.02 -4.24 0.57
H 1.66 -4.28 -0.03
Se -2.10 3.42 -0.57
C -1.92 5.24 -0.46
N -1.90 6.40 -0.40
*
```

Results
Calculated total energy ... -157490.69959 eV
Kohn-Sham gap (alpha / beta) ... 5.43 / 5.64 eV
E_LUMO (alpha / beta) ... 4.69 / 4.69 eV
HOMO energy (alpha / beta) ... -0.7 / -1.0 eV
Expectation value of S² ... 3.761
ΔE to the lowest compared entry with this formula, charge and spin ... 0.0 kJ/mol



Density functional theory data (ωB97M-V/def2-TZVPD) for a molecular structure, C46H46N12O2PbS3Se.

Structure (ORCA input):
```
! RIJCOSX wB97M-V def2-TZVPD def2/J DEFGRID3
* xyz 2 1
Pb 0.14 0.05 -1.40
N 4.52 -0.97 0.38
C 3.22 -0.79 0.17
N 2.68 -0.62 -1.00
C 3.50 -0.50 -2.09
N 3.08 -0.07 -3.24
N 1.79 0.39 -3.22
C 1.35 0.89 -4.31
C 0.03 1.52 -4.36
C -0.42 2.09 -5.54
C -1.64 2.75 -5.54
C -2.36 2.82 -4.37
C -1.85 2.21 -3.24
N -0.69 1.57 -3.23
C 4.91 -0.85 -1.97
C 5.78 -0.92 -3.06
C 7.12 -1.20 -2.86
C 7.61 -1.39 -1.57
C 6.77 -1.32 -0.48
C 5.42 -1.05 -0.69
H 4.87 -1.05 1.32
H 2.59 -0.82 1.05
H 1.98 0.90 -5.20
H 0.19 2.03 -6.43
H -2.01 3.21 -6.45
H -3.31 3.33 -4.32
H -2.40 2.22 -2.31
H 5.39 -0.75 -4.05
H 7.79 -1.25 -3.71
H 8.66 -1.60 -1.42
H 7.15 -1.46 0.53
N 0.96 8.03 -1.70
C 1.15 6.79 -1.17
C 0.98 6.57 0.21
C 1.15 5.31 0.74
C 1.49 4.25 -0.09
C 1.67 4.45 -1.45
C 1.49 5.70 -1.99
S 1.73 2.66 0.57
O 2.81 2.01 -0.11
O 1.74 2.71 2.00
N 0.41 1.78 0.09
C -0.86 2.10 0.45
N -1.15 3.14 1.23
C -2.44 3.38 1.43
C -3.47 2.61 0.90
C -3.07 1.52 0.15
N -1.78 1.25 -0.08
H 0.89 8.82 -1.09
H 1.25 8.22 -2.64
H 0.73 7.40 0.85
H 1.03 5.14 1.80
H 1.97 3.62 -2.09
H 1.64 5.87 -3.05
H -2.67 4.24 2.06
H -4.51 2.84 1.07
H -3.78 0.84 -0.31
S -3.24 -1.07 -2.93
C -2.19 -2.33 -3.21
N -0.88 -2.29 -2.96
C -0.28 -3.46 -3.22
C 1.09 -3.73 -3.04
C 1.56 -4.97 -3.35
C 0.70 -5.98 -3.85
C -0.65 -5.75 -4.04
C -1.14 -4.48 -3.72
S -2.74 -3.88 -3.83
H 1.74 -2.94 -2.67
H 2.61 -5.20 -3.23
H 1.11 -6.95 -4.09
H -1.29 -6.52 -4.42
C 0.78 -2.09 6.20
C 0.12 -1.08 5.26
C 0.91 -0.90 3.96
C 0.27 0.09 3.01
N -1.06 -0.35 2.57
C -1.32 -1.31 1.66
Se -0.04 -2.19 0.63
N -2.65 -1.49 1.58
C -3.32 -2.49 0.74
C -3.20 -3.91 1.29
C -3.69 -4.13 2.72
C -2.69 -3.72 3.81
C -3.27 -0.63 2.46
C -4.62 -0.43 2.77
C -4.90 0.52 3.72
C -3.88 1.26 4.36
C -2.55 1.06 4.06
C -2.26 0.10 3.09
H 0.21 -2.21 7.11
H 1.79 -1.76 6.47
H 0.87 -3.07 5.72
H 0.03 -0.11 5.76
H -0.90 -1.42 5.03
H 1.04 -1.87 3.46
H 1.91 -0.53 4.19
H 0.86 0.26 2.11
H 0.15 1.06 3.48
H -2.87 -2.44 -0.25
H -4.36 -2.18 0.66
H -2.16 -4.25 1.20
H -3.78 -4.54 0.60
H -3.90 -5.19 2.84
H -4.64 -3.62 2.87
H -1.69 -4.10 3.57
H -2.98 -4.13 4.77
H -2.62 -2.64 3.93
H -5.40 -1.01 2.30
H -5.93 0.70 4.00
H -4.15 1.99 5.10
H -1.77 1.62 4.55
*
```

Results
Calculated total energy ... -173514.07918 eV
Kohn-Sham gap (alpha / beta) ... 4.55 / 4.10 eV
E_LUMO (alpha / beta) ... -7.31 / -7.75 eV
HOMO energy (alpha / beta) ... -11.9 / -11.9 eV
ΔE to the lowest compared entry with this formula, charge and spin ... 65.0 kJ/mol



Density functional theory data (ωB97M-V/def2-TZVPD) for 3 unconnected molecules or ions with the total composition C15H17N3O5.

Structure (ORCA input):
```
! RIJCOSX wB97M-V def2-TZVPD def2/J DEFGRID3
* xyz 0 1
O 2.50 -2.43 -0.09
N 3.41 -2.90 0.66
O 4.49 -3.30 0.39
C 3.26 -2.47 2.19
C 1.86 -2.26 2.74
C 1.85 -2.01 4.27
C 3.12 -1.63 5.05
C 4.37 -1.92 4.53
C 4.46 -2.37 3.03
H 0.95 -2.02 2.07
H 0.95 -2.07 4.78
H 3.05 -1.23 5.96
H 5.38 -1.74 5.15
H 5.43 -2.57 2.26
O -4.65 2.01 -6.25
N -4.89 0.89 -5.63
O -5.90 0.23 -5.85
C -4.06 0.57 -4.40
C -4.05 -0.87 -3.81
C -3.11 -1.04 -2.68
C -2.21 0.03 -2.14
C -2.38 1.41 -2.56
C -3.21 1.68 -3.78
H -4.46 -1.80 -4.39
H -2.76 -2.07 -2.62
H -1.48 -0.19 -1.34
H -1.67 2.09 -2.17
H -3.33 2.85 -4.26
C 1.19 2.71 -0.08
N 0.26 1.91 0.76
C -0.77 2.61 1.48
C 0.52 0.57 0.87
O -0.07 -0.08 1.69
H 1.17 3.75 0.16
H 0.99 2.43 -1.07
H 2.05 2.40 0.14
H -0.85 3.61 1.01
H -0.70 2.71 2.50
H -1.70 2.29 1.32
H 0.99 0.23 0.12
*
```

Results
Calculated total energy ... -30523.93688 eV
Kohn-Sham gap ... 8.03 eV
E_LUMO ... -1.02 eV
HOMO energy ... -9.1 eV
ΔE to the lowest compared entry with this formula, charge and spin ... 1655.1 kJ/mol



Density functional theory data (ωB97M-V/def2-TZVPD) for a molecular structure, C38H38Br4N4O5P2Pb.

Structure (ORCA input):
```
! RIJCOSX wB97M-V def2-TZVPD def2/J DEFGRID3
* xyz -2 1
Pb 0.39 -1.62 -1.78
O -4.61 0.98 -0.55
C -4.62 0.06 0.42
C -5.52 0.21 1.48
C -5.56 -0.73 2.50
C -4.71 -1.83 2.48
C -3.81 -1.96 1.44
C -3.74 -1.03 0.41
C -2.69 -1.19 -0.66
O -1.77 -2.03 -0.49
N -2.86 -0.35 -1.68
N -1.81 -0.35 -2.58
C -2.04 0.31 -3.65
C -1.11 0.61 -4.73
C -1.66 1.31 -5.82
C -0.92 1.68 -6.92
C 0.44 1.33 -6.95
C 1.01 0.65 -5.90
C 0.28 0.27 -4.73
O 0.89 -0.31 -3.77
H -3.93 0.63 -1.22
H -6.17 1.07 1.48
H -6.27 -0.60 3.32
H -4.74 -2.56 3.28
H -3.11 -2.79 1.39
H -3.04 0.73 -3.77
H -2.72 1.56 -5.77
H -1.38 2.22 -7.74
H 1.05 1.60 -7.80
H 2.06 0.38 -5.91
C -2.28 2.43 1.63
P -0.88 1.72 0.69
C 0.45 2.05 1.97
N 0.59 3.25 2.46
C 1.60 3.47 3.35
C 1.79 4.76 3.88
C 2.81 5.00 4.76
C 3.68 3.95 5.14
C 3.51 2.69 4.64
C 2.45 2.43 3.74
N 2.27 1.16 3.27
C 1.30 0.95 2.43
P 0.95 -0.73 1.73
C -0.65 -1.03 2.59
C 2.09 -1.92 2.59
C 2.05 -1.89 4.12
C 1.65 -3.31 2.11
C 3.51 -1.68 2.06
C -0.56 3.00 -0.64
C -1.84 2.99 -1.49
C -0.26 4.43 -0.20
C 0.61 2.47 -1.48
H -2.11 3.47 1.93
H -2.44 1.82 2.52
H -3.19 2.36 1.02
H 1.11 5.54 3.56
H 2.96 5.99 5.16
H 4.49 4.15 5.83
H 4.15 1.87 4.92
H -0.64 -0.72 3.64
H -0.86 -2.10 2.54
H -1.46 -0.54 2.06
H 1.07 -2.17 4.50
H 2.32 -0.91 4.52
H 2.77 -2.63 4.51
H 0.64 -3.57 2.43
H 2.33 -4.06 2.53
H 1.72 -3.39 1.02
H 3.88 -0.69 2.33
H 3.53 -1.80 0.97
H 4.18 -2.43 2.48
H -2.64 3.54 -1.00
H -2.19 1.98 -1.70
H -1.63 3.48 -2.45
H -1.03 4.82 0.48
H -0.25 5.07 -1.10
H 0.70 4.52 0.29
H 0.42 1.47 -1.87
H 1.54 2.43 -0.89
H 0.78 3.13 -2.34
Br 2.26 -8.08 -4.62
C 2.29 -6.53 -3.53
C 3.30 -6.32 -2.62
Br 4.70 -7.60 -2.43
C 3.30 -5.16 -1.83
Br 4.66 -4.82 -0.54
C 2.31 -4.18 -1.92
O 2.29 -3.10 -1.21
C 1.23 -4.41 -2.87
O 0.27 -3.52 -2.96
C 1.26 -5.57 -3.64
Br -0.18 -5.80 -4.86
*
```

Results
Calculated total energy ... -360220.63400 eV
Kohn-Sham gap ... 5.32 eV
E_LUMO ... 3.31 eV
HOMO energy ... -2.0 eV
ΔE to the lowest compared entry with this formula, charge and spin ... 9.4 kJ/mol



Density functional theory data (ωB97M-V/def2-TZVPD) for 2 unconnected molecules or ions with the total composition C5H11NS.

Structure (ORCA input):
```
! RIJCOSX wB97M-V def2-TZVPD def2/J DEFGRID3
* xyz 0 1
C 1.51 -0.34 -1.02
C 3.37 0.33 0.34
C -2.11 -1.32 -0.07
C -3.26 0.68 0.35
C 2.04 -0.50 0.35
N -2.04 -0.03 0.00
S 0.66 1.09 -1.32
H 3.92 0.18 -0.49
H 4.00 0.11 1.15
H 3.02 1.32 0.35
H 0.30 0.91 -2.60
H -1.14 -1.84 -0.30
H -3.09 -1.85 0.17
H -4.23 0.05 0.58
H -3.03 1.23 1.28
H -3.40 1.55 -0.38
H 1.16 -0.07 1.09
H 2.32 -1.50 0.53
*
```

Results
Calculated total energy ... -17683.98388 eV
Kohn-Sham gap ... 8.35 eV
E_LUMO ... 0.49 eV
HOMO energy ... -7.9 eV
ΔE to the lowest compared entry with this formula, charge and spin ... 432.2 kJ/mol



Density functional theory data (ωB97M-V/def2-TZVPD) for a molecular structure, C29H31F6N4O12P4S2Tl.

Structure (ORCA input):
```
! RIJCOSX wB97M-V def2-TZVPD def2/J DEFGRID3
* xyz -2 1
Tl -2.21 0.07 -1.21
C 1.96 -2.75 0.65
N 1.02 -1.78 0.10
P 0.12 -0.66 1.14
C 1.51 0.18 2.01
C 1.28 0.77 3.25
C 2.29 1.47 3.89
C 3.54 1.60 3.29
C 3.76 1.06 2.03
C 2.74 0.36 1.39
C -0.35 -1.97 2.37
C -1.40 -2.80 1.96
C -1.84 -3.85 2.76
C -1.23 -4.09 3.98
C -0.18 -3.28 4.39
C 0.25 -2.23 3.59
P 0.84 -1.49 -1.57
C 0.83 -3.23 -2.21
C 0.00 -4.15 -1.58
C -0.16 -5.44 -2.08
C 0.51 -5.82 -3.24
C 1.33 -4.90 -3.88
C 1.49 -3.62 -3.37
C 2.49 -0.99 -2.22
C 2.47 0.01 -3.19
C 3.64 0.48 -3.76
C 4.86 -0.04 -3.36
C 4.90 -1.04 -2.40
C 3.73 -1.52 -1.84
H 1.49 -3.30 1.47
H 2.86 -2.27 1.05
H 2.25 -3.47 -0.11
H 0.29 0.70 3.69
H 2.10 1.93 4.85
H 4.33 2.15 3.79
H 4.72 1.19 1.54
H 2.91 -0.02 0.39
H -1.90 -2.59 1.02
H -2.67 -4.46 2.43
H -1.57 -4.90 4.61
H 0.30 -3.47 5.34
H 1.08 -1.62 3.93
H -0.53 -3.85 -0.67
H -0.81 -6.14 -1.57
H 0.39 -6.82 -3.63
H 1.85 -5.19 -4.79
H 2.13 -2.91 -3.89
H 1.52 0.43 -3.49
H 3.59 1.28 -4.50
H 5.78 0.33 -3.80
H 5.85 -1.46 -2.09
H 3.78 -2.32 -1.12
N -4.61 2.34 0.86
C -3.56 2.28 1.94
C -3.96 3.13 3.15
P -2.00 2.85 1.11
O -2.28 4.47 1.11
O -0.76 2.52 1.83
O -2.22 2.41 -0.34
P -3.32 0.51 2.47
O -4.85 0.13 2.93
O -2.44 0.46 3.66
O -3.03 -0.29 1.23
H -5.19 3.16 0.97
H -5.23 1.42 0.70
H -4.06 2.43 -0.02
H -4.09 4.18 2.86
H -3.16 3.06 3.89
H -4.88 2.75 3.60
H -1.56 4.84 0.57
H -5.34 -0.13 2.13
F 2.75 4.99 -1.83
C 2.61 3.86 -1.11
F 2.74 4.17 0.18
F 3.59 3.03 -1.44
S 0.92 3.13 -1.39
O 1.01 1.77 -0.96
O 0.09 4.12 -0.77
N 0.88 3.24 -2.98
S -0.35 2.85 -3.85
O -1.18 1.74 -3.41
O 0.03 2.86 -5.24
C -1.50 4.31 -3.73
F -2.31 4.26 -2.68
F -0.79 5.45 -3.69
F -2.27 4.35 -4.84
O -6.05 0.36 0.23
N -5.47 0.05 -0.88
O -6.08 -0.70 -1.59
*
```

Results
Calculated total energy ... -140938.90836 eV
Kohn-Sham gap ... 7.45 eV
E_LUMO ... 4.04 eV
HOMO energy ... -3.4 eV
ΔE to the lowest compared entry with this formula, charge and spin ... 66.7 kJ/mol